Entry from the OMol25 dataset: a structure of composition C30H27CuI2N3OS (ωB97M-V/def2-TZVPD).

The value obtained for the max |F| is 0.292 eV/A. The energy above the lowest of the compared OMol25 structures with the same formula, charge and spin comes out at 0.1367 eV. Its net charge is 0. As for the spin multiplicity: 2. For the molar mass, the calculation gives 795.0 g/mol.

Last column: Mulliken charge in e.
Atoms and positions in Å:
Cu (-1.83, 0.75, 0.02)  -1.355
I (-0.40, 0.13, 7.28)  0.037
C (-1.26, 0.35, 5.39)  -0.487
C (-2.27, -0.50, 4.99)  -0.292
C (-2.82, -0.36, 3.73)  -0.125
I (-4.31, -1.66, 3.07)  0.013
C (-2.39, 0.63, 2.82)  0.129
O (-2.93, 0.76, 1.64)  -0.376
C (-1.34, 1.47, 3.26)  0.674
C (-0.78, 2.46, 2.28)  -1.367
N (-0.14, 1.74, 1.16)  -0.086
C (0.87, 0.79, 1.62)  -1.524
C (0.36, -0.64, 1.63)  1.391
C (1.01, -1.61, 2.38)  -0.982
C (0.52, -2.90, 2.36)  -0.707
C (-0.60, -3.19, 1.60)  -0.847
C (-1.19, -2.17, 0.88)  -1.093
N (-0.71, -0.92, 0.89)  1.184
C (-0.79, 1.33, 4.52)  -0.446
H (-2.63, -1.28, 5.65)  0.379
H (-1.57, 3.09, 1.87)  0.382
H (-0.05, 3.11, 2.79)  0.413
H (0.27, 2.39, 0.50)  0.352
H (1.76, 0.84, 0.98)  0.797
H (1.21, 1.03, 2.63)  0.377
H (1.86, -1.34, 2.98)  0.562
H (1.01, -3.68, 2.94)  0.480
H (-1.02, -4.19, 1.57)  0.503
H (-2.08, -2.33, 0.29)  0.548
H (0.01, 1.99, 4.83)  0.441
C (4.08, -2.61, -2.52)  -1.729
C (3.78, -1.32, -1.74)  2.048
C (3.44, -1.72, -0.30)  -1.769
C (5.03, -0.43, -1.72)  -1.718
C (2.64, -0.57, -2.41)  -0.164
C (2.79, -0.16, -3.75)  -0.259
C (1.78, 0.49, -4.43)  -1.468
C (0.59, 0.75, -3.77)  0.921
S (-0.87, 1.48, -4.35)  -0.416
C (-1.59, 1.27, -2.79)  1.963
N (-0.81, 0.72, -1.90)  0.108
C (0.42, 0.39, -2.43)  -1.833
C (1.45, -0.29, -1.76)  1.257
C (-2.95, 1.65, -2.44)  0.671
C (-3.86, 2.17, -3.36)  -1.058
C (-5.14, 2.47, -2.94)  -0.709
C (-5.49, 2.26, -1.61)  -0.679
C (-4.57, 1.74, -0.70)  0.669
C (-3.28, 1.43, -1.10)  -0.685
H (4.90, -3.15, -2.05)  0.443
H (4.38, -2.40, -3.55)  0.349
H (3.21, -3.26, -2.55)  0.391
H (4.28, -2.26, 0.14)  0.495
H (2.57, -2.37, -0.26)  0.354
H (3.26, -0.84, 0.32)  0.237
H (5.86, -0.95, -1.24)  0.429
H (4.84, 0.49, -1.16)  0.365
H (5.34, -0.15, -2.72)  0.363
H (3.71, -0.37, -4.27)  0.440
H (1.92, 0.78, -5.47)  0.379
H (1.27, -0.62, -0.75)  -0.010
H (-3.57, 2.33, -4.40)  0.377
H (-5.86, 2.88, -3.63)  0.374
H (-6.50, 2.49, -1.28)  0.420
H (-4.86, 1.58, 0.33)  0.470

=====

Entry from the OMol25 dataset: a structure of composition C20H28CaN6O8S (ωB97M-V/def2-TZVPD).

The value obtained for the max |F| is 0.792 eV/A. The energy above the lowest of the compared OMol25 structures with the same formula, charge and spin comes out at 0.2288 eV. Its net charge is -2. For the molar mass, the calculation gives 552.6 g/mol.

Last column: Mulliken charge in e.
Atoms and positions in Å:
Ca (-1.45, -0.10, 0.29)  1.785
O (-3.93, -0.43, 3.78)  -0.847
C (-3.22, -0.11, 2.82)  0.378
O (-2.88, -0.81, 1.83)  -0.839
C (-2.75, 1.38, 2.81)  -0.833
N (-1.38, 1.65, 2.31)  1.547
C (-0.42, 0.93, 3.15)  -1.296
C (1.01, 1.01, 2.64)  -1.866
N (1.24, 0.29, 1.36)  1.313
C (2.01, 1.07, 0.41)  -0.894
C (1.87, 0.58, -1.03)  -1.882
N (0.50, 0.41, -1.50)  1.338
C (-0.04, 1.60, -2.18)  -1.223
C (-0.03, 2.89, -1.37)  -1.474
N (-0.94, 2.91, -0.23)  1.248
C (-0.46, 3.59, 0.95)  -1.186
C (-1.14, 3.09, 2.25)  -1.847
C (-2.27, 3.38, -0.60)  -0.690
C (-3.20, 2.33, -1.24)  0.068
O (-4.01, 2.72, -2.08)  -0.852
O (-3.04, 1.17, -0.77)  -0.675
C (0.40, -0.73, -2.44)  -0.275
C (-0.98, -1.44, -2.55)  0.486
O (-1.23, -1.99, -3.63)  -0.861
O (-1.65, -1.48, -1.48)  -0.853
C (1.91, -0.99, 1.60)  -0.271
C (1.16, -1.87, 2.63)  0.299
O (1.83, -2.29, 3.59)  -0.848
O (-0.06, -1.98, 2.41)  -0.617
H (-2.89, 1.72, 3.85)  0.332
H (-3.45, 1.90, 2.16)  0.383
H (-0.71, -0.12, 3.18)  0.558
H (-0.46, 1.30, 4.19)  0.274
H (1.66, 0.58, 3.42)  0.521
H (1.32, 2.05, 2.52)  0.920
H (3.09, 1.04, 0.65)  0.382
H (1.70, 2.11, 0.49)  0.243
H (2.37, -0.38, -1.12)  0.710
H (2.42, 1.29, -1.68)  0.376
H (-1.07, 1.37, -2.49)  0.475
H (0.53, 1.78, -3.11)  0.441
H (-0.28, 3.71, -2.07)  0.387
H (0.98, 3.09, -1.02)  0.663
H (-0.63, 4.68, 0.89)  0.322
H (0.61, 3.45, 1.03)  0.719
H (-2.10, 3.60, 2.36)  0.643
H (-0.52, 3.41, 3.10)  0.417
H (-2.21, 4.26, -1.25)  0.282
H (-2.78, 3.69, 0.32)  0.393
H (1.08, -1.51, -2.08)  -0.077
H (0.72, -0.43, -3.45)  0.145
H (2.94, -0.81, 1.96)  0.268
H (1.95, -1.54, 0.66)  -0.086
S (0.20, -3.64, -0.21)  -0.370
C (1.06, -4.29, -1.42)  0.145
N (0.56, -5.36, -2.17)  -0.034
C (1.33, -6.17, -2.92)  -0.029
C (2.63, -5.85, -3.15)  -0.830
C (3.03, -4.59, -2.60)  0.140
N (2.32, -3.83, -1.84)  -0.395
H (-0.40, -5.59, -1.98)  0.237
H (0.84, -7.05, -3.33)  0.378
H (3.28, -6.47, -3.73)  0.348
H (4.02, -4.20, -2.87)  0.383

=====

Entry from the OMol25 dataset: an isolated molecule of C4H5NS at a distorted geometry (ωB97M-V/def2-TZVPD).

The value obtained for the max |F| is 3.360 eV/A. The energy above the lowest of the compared OMol25 structures with the same formula, charge and spin comes out at 3.0174 eV. Its net charge is 0. For the molar mass, the calculation gives 99.2 g/mol.

Last column: Mulliken charge in e.
Atoms and positions in Å:
C (0.85, 1.14, 0.04)  -0.363
C (0.34, -1.18, 0.05)  -0.399
C (-1.66, 0.48, -0.04)  -0.855
C (-0.29, 0.24, 0.02)  0.571
N (1.78, -1.13, -0.01)  -0.364
S (2.35, 0.37, -0.02)  0.157
H (0.87, 2.28, 0.09)  0.301
H (0.28, -1.77, 0.98)  0.220
H (-0.05, -1.82, -0.82)  0.240
H (-1.97, 1.63, -0.07)  0.184
H (-2.49, -0.22, -0.23)  0.308

=====

Entry from the OMol25 dataset: a cluster of 2 separate species, H6NO in total (ωB97M-V/def2-TZVPD).

The value obtained for the max |F| is 0.892 eV/A. The energy above the lowest of the compared OMol25 structures with the same formula, charge and spin comes out at 0.0391 eV. Its net charge is +1. For the molar mass, the calculation gives 36.1 g/mol.

Last column: Mulliken charge in e.
Atoms and positions in Å:
N (0.25, -0.58, 1.21)  -0.453
H (0.64, 0.12, 1.84)  0.393
H (-0.52, -1.11, 1.59)  0.391
H (0.01, -0.13, 0.28)  0.299
H (0.97, -1.27, 1.01)  0.389
H (-0.16, 1.45, -1.61)  0.337
H (-0.21, -0.09, -1.88)  0.348
O (-0.28, 0.59, -1.20)  -0.703

=====

Entry from the OMol25 dataset: a cluster of 3 separate species, C3H7NO2 in total at a distorted geometry (ωB97M-V/def2-TZVPD).

The value obtained for the max |F| is 3.142 eV/A. The energy above the lowest of the compared OMol25 structures with the same formula, charge and spin comes out at 8.8973 eV. Its net charge is 0. For the molar mass, the calculation gives 89.1 g/mol.

Last column: Mulliken charge in e.
Atoms and positions in Å:
C (-0.86, 0.99, 0.52)  -0.136
N (-2.08, 0.99, 0.71)  -0.307
C (1.80, -0.71, 0.58)  -0.480
C (1.74, 0.13, -0.55)  0.082
O (1.73, 1.36, -0.53)  -0.533
O (-2.17, -0.98, -0.61)  -0.756
H (-0.45, -0.04, 0.22)  0.205
H (-0.22, 1.89, 0.56)  0.363
H (-2.73, -1.55, -1.15)  0.233
H (-2.47, 0.34, -0.12)  0.444
H (1.95, -1.76, 0.37)  0.284
H (2.03, -0.25, 1.53)  0.292
H (1.73, -0.41, -1.53)  0.309

=====

Entry from the OMol25 dataset: a structure of composition C33H84AsNO13PS at a distorted geometry (ωB97M-V/def2-TZVPD).

The calculation puts the calculated total energy at -5315.4594 Ha. The value obtained for the max |F| is 8.310 eV/A. Its net charge is -1. For the molar mass, the calculation gives 841.0 g/mol.

Last column: Mulliken charge in e.
Atoms and positions in Å:
C (0.91, 0.79, 2.95)  -1.165
C (1.88, -0.01, 2.54)  0.492
As (3.28, -1.32, 1.77)  1.547
N (4.59, -0.21, 2.65)  -0.811
C (4.71, -2.56, 1.00)  -0.813
C (6.07, -1.84, 0.54)  0.130
C (6.54, -2.30, -0.97)  -0.680
C (5.47, -1.87, -2.12)  0.077
C (1.88, -2.42, 0.83)  -1.429
C (0.42, -1.70, 0.69)  0.942
C (-0.41, -2.63, -0.39)  -0.707
C (-0.92, -4.01, 0.27)  -0.592
C (-2.17, -3.75, 1.24)  -0.346
C (-3.54, -3.42, 0.40)  -0.372
C (-4.61, -2.89, 1.52)  -0.825
C (-4.78, -1.27, 1.43)  -0.407
O (-3.44, -0.66, 1.46)  -0.031
C (-3.40, 0.42, 0.48)  0.582
C (-3.61, 1.96, 0.91)  -0.666
O (-3.22, 0.17, -0.75)  -0.551
C (3.14, -2.34, 3.51)  -1.006
S (1.46, -2.89, 4.03)  1.155
O (1.11, -4.32, 3.59)  -0.621
O (1.50, -2.97, 5.57)  -0.784
P (3.31, 0.07, -0.11)  0.617
O (2.28, 1.25, 0.07)  -0.716
H (0.03, 1.27, 3.51)  0.274
H (5.36, -0.78, 3.02)  0.230
H (4.93, 0.51, 1.98)  -0.353
H (5.03, -3.40, 1.75)  0.233
H (4.32, -3.14, 0.07)  0.288
H (6.06, -0.70, 0.52)  -0.161
H (6.93, -2.21, 1.23)  0.320
H (6.84, -3.40, -0.99)  0.182
H (7.49, -1.65, -1.18)  0.310
H (5.54, -0.75, -2.40)  0.249
H (4.38, -2.17, -1.86)  -0.115
H (5.74, -2.46, -3.09)  -0.242
H (1.79, -3.52, 1.21)  0.286
H (2.24, -2.53, -0.28)  0.190
H (-0.20, -1.74, 1.65)  -0.636
H (0.47, -0.66, 0.21)  0.320
H (-1.28, -1.98, -0.79)  0.158
H (0.31, -2.83, -1.29)  0.450
H (-0.11, -4.60, 0.84)  0.257
H (-1.28, -4.68, -0.60)  0.336
H (-2.04, -2.83, 1.94)  0.021
H (-2.42, -4.64, 1.92)  0.258
H (-3.92, -4.33, -0.18)  0.421
H (-3.35, -2.51, -0.31)  0.162
H (-5.61, -3.46, 1.49)  0.341
H (-4.16, -3.09, 2.57)  0.304
H (-5.39, -0.86, 2.31)  0.079
H (-5.24, -1.04, 0.40)  0.412
H (-3.48, 2.12, 2.04)  0.168
H (-4.65, 2.35, 0.57)  0.060
H (-2.80, 2.62, 0.40)  0.362
H (3.83, -3.27, 3.59)  0.319
H (3.53, -1.63, 4.34)  0.319
H (0.42, -2.02, 3.73)  0.028
H (4.58, 0.70, -0.34)  0.067
H (2.91, -0.62, -1.31)  -0.007
C (6.05, 4.39, 2.07)  -1.145
C (6.24, 2.89, 2.21)  0.038
O (7.02, 2.39, 1.13)  -0.506
H (5.57, 4.63, 1.12)  0.302
H (5.45, 4.78, 2.89)  0.329
H (7.02, 4.90, 2.07)  0.328
H (5.27, 2.38, 2.18)  0.226
H (6.73, 2.64, 3.15)  0.236
H (7.88, 2.84, 1.16)  0.272
C (5.10, -3.52, -7.42)  -0.676
C (4.43, -3.16, -6.11)  -0.361
O (5.30, -2.36, -5.32)  -0.410
H (6.03, -4.07, -7.24)  -0.064
H (4.44, -4.14, -8.04)  0.361
H (5.36, -2.62, -7.98)  0.346
H (4.19, -4.06, -5.54)  0.283
H (3.50, -2.61, -6.29)  0.351
H (5.50, -1.56, -5.82)  0.223
C (-8.26, 4.00, -0.36)  -1.105
C (-7.48, 5.18, 0.20)  0.060
O (-6.09, 4.90, 0.17)  -0.518
H (-8.05, 3.10, 0.22)  0.263
H (-9.33, 4.20, -0.33)  0.358
H (-7.96, 3.80, -1.39)  0.335
H (-7.77, 5.36, 1.24)  0.109
H (-7.67, 6.09, -0.38)  0.177
H (-5.84, 4.75, -0.75)  0.293
C (-5.09, 2.57, 5.72)  -1.138
C (-5.73, 2.69, 4.35)  -0.164
O (-5.07, 1.84, 3.42)  -0.293
H (-4.03, 2.83, 5.67)  0.273
H (-5.58, 3.22, 6.44)  0.366
H (-5.15, 1.54, 6.08)  0.342
H (-5.65, 3.72, 3.98)  0.268
H (-6.79, 2.42, 4.39)  0.228
H (-5.16, 0.93, 3.75)  0.126
C (-9.58, 9.05, 1.34)  -1.170
C (-9.89, 8.01, 2.39)  -0.063
O (-8.72, 7.26, 2.70)  -0.429
H (-9.20, 8.57, 0.43)  0.250
H (-10.47, 9.63, 1.09)  0.359
H (-8.80, 9.73, 1.69)  0.346
H (-10.65, 7.31, 2.03)  0.284
H (-10.25, 8.48, 3.31)  0.201
H (-8.05, 7.88, 3.03)  0.239
C (8.12, -5.46, -5.41)  -0.995
C (7.45, -5.09, -4.10)  0.016
O (8.31, -4.29, -3.31)  -0.515
H (9.05, -6.00, -5.22)  0.310
H (7.47, -6.08, -6.03)  0.288
H (8.39, -4.56, -5.97)  0.248
H (7.20, -5.99, -3.53)  0.342
H (6.52, -4.53, -4.28)  -0.047
H (8.52, -3.49, -3.82)  0.296
C (-12.12, 5.22, 5.13)  -0.997
C (-11.34, 6.40, 5.69)  -0.144
O (-9.95, 6.12, 5.66)  -0.501
H (-11.91, 4.32, 5.71)  0.269
H (-13.19, 5.42, 5.16)  0.330
H (-11.82, 5.02, 4.10)  0.297
H (-11.62, 6.58, 6.73)  0.316
H (-11.53, 7.31, 5.12)  0.147
H (-9.70, 5.97, 4.74)  0.287
C (8.90, -5.39, -10.20)  -1.219
C (8.23, -5.03, -8.89)  0.079
O (9.10, -4.23, -8.10)  -0.517
H (9.83, -5.94, -10.01)  0.311
H (8.25, -6.01, -10.81)  0.342
H (9.17, -4.49, -10.76)  0.338
H (7.99, -5.93, -8.32)  0.269
H (7.31, -4.47, -9.06)  0.124
H (9.30, -3.43, -8.61)  0.285

=====

Entry from the OMol25 dataset: an isolated molecule of C6H9N3 at a distorted geometry (ωB97M-V/def2-TZVPD).

The value obtained for the max |F| is 3.931 eV/A. The energy above the lowest of the compared OMol25 structures with the same formula, charge and spin comes out at 7.0765 eV. Its net charge is 0. For the molar mass, the calculation gives 123.2 g/mol.

Last column: Mulliken charge in e.
Atoms and positions in Å:
C (0.43, -0.76, 0.95)  -0.441
C (1.05, 0.99, -1.73)  -0.278
C (-0.69, -0.11, 0.37)  0.492
C (0.10, -0.77, 2.42)  -0.327
C (-1.41, -0.48, 2.61)  -0.463
C (1.52, 1.24, -3.10)  -0.671
N (-1.07, 0.21, -0.83)  -0.941
N (-0.08, 0.34, -1.78)  0.291
N (-1.77, -0.29, 1.23)  -0.169
H (0.52, -1.57, 3.07)  0.376
H (0.92, 0.09, 2.57)  0.226
H (-1.92, -1.30, 3.15)  0.341
H (-1.50, 0.46, 3.32)  0.191
H (0.92, 0.71, -3.96)  0.179
H (1.17, 2.23, -3.47)  0.246
H (2.58, 1.22, -3.24)  0.280
H (-0.46, -0.13, -2.66)  0.380
H (-2.78, -0.10, 0.90)  0.289

=====

Entry from the OMol25 dataset: an isolated molecule of C3H4N4 at a distorted geometry (ωB97M-V/def2-TZVPD).

The value obtained for the max |F| is 9.587 eV/A. The energy above the lowest of the compared OMol25 structures with the same formula, charge and spin comes out at 6.7440 eV. Its net charge is 0. For the molar mass, the calculation gives 96.1 g/mol.

Last column: Mulliken charge in e.
Atoms and positions in Å:
C (-0.30, 1.18, 0.21)  -0.338
C (0.98, 0.78, -0.20)  -0.039
N (1.29, -0.56, -0.45)  -0.084
N (0.39, -1.49, 0.10)  -0.474
C (-0.89, -1.33, 0.00)  0.256
N (-1.98, -0.48, -0.40)  -0.258
N (-1.63, 0.73, -0.26)  -0.114
H (-0.23, 2.38, 0.37)  0.223
H (1.71, 1.47, 0.12)  0.319
H (2.14, -0.75, -0.31)  0.255
H (-1.48, -1.93, 0.84)  0.253